Entry i
An isolated ion of composition C4H12NO and charge +1. Source: the Open Molecules 2025 dataset; level of theory: ωB97M-V/def2-TZVPD.

Each line ends with the Mulliken charge.
Geometry (Å):
C -2.107 0.393 -1.122  -1.23
H 1.978 -0.669 1.468  0.31
H -1.729 1.132 -1.848  0.34
H -0.486 -0.527 1.870  0.36
C -0.009 -0.002 1.062  -0.58
H 0.204 -1.693 -0.178  0.33
H -3.004 0.310 -1.794  0.39
H 2.646 1.419 -0.007  0.34
N -0.047 -0.745 -0.169  -0.04
C -1.202 -0.765 -1.106  -0.29
H 0.742 -0.359 -0.612  0.37
C 1.434 0.239 1.352  -0.40
O 1.917 0.803 0.115  -0.59
H -1.739 -1.626 -0.737  0.35
H -0.734 -0.863 -2.070  0.32
H -0.561 0.868 0.920  0.33
H -2.548 0.746 -0.146  0.34
H 1.532 0.866 2.283  0.37

- Spin multiplicity: 1
- Total charge: +1
- LUMO: -0.1113 hartree
- E_HOMO: -15.379 eV
- SMILES: CC[NH2+]CCO

---

Entry ii
A 3-piece molecular cluster, C4H12NO overall. Source: the Open Molecules 2025 dataset; level of theory: ωB97M-V/def2-TZVPD.

Each line ends with the Mulliken charge.
Geometry (Å):
H -0.503 -1.434 1.669  0.36
H -0.826 -0.177 -2.723  0.29
O -0.618 0.345 -0.876  -0.71
H 0.445 0.416 -0.073  0.29
H -1.992 0.160 -3.886  0.25
C -0.985 -0.456 1.721  -1.07
C 2.330 -0.100 0.831  -0.66
H -0.897 -1.010 -4.266  0.25
H -1.872 -0.449 2.350  0.36
H -0.282 1.051 -1.461  0.40
H 2.835 0.122 -0.113  0.31
H -0.282 1.464 2.158  0.27
N -1.066 -0.196 -3.704  -0.55
H 0.736 0.293 3.032  0.38
H -1.073 -0.178 0.652  0.40
C 1.071 0.325 0.935  0.36
H 2.814 -0.631 1.640  0.29
C 0.163 0.455 2.116  -0.23

- Spin multiplicity: 1
- Total charge: +1
- LUMO: -0.3423 hartree
- E_HOMO: -13.201 eV

---

Entry iii
A 2-piece molecular cluster, C4H12NO overall. Source: the Open Molecules 2025 dataset; level of theory: ωB97M-V/def2-TZVPD.

Each line ends with the Mulliken charge.
Geometry (Å):
O -0.169 -1.957 3.237  -0.69
C -0.942 2.063 -2.244  -1.04
H -1.229 -0.001 -2.332  0.29
H 1.566 0.402 -1.189  0.33
H 0.268 0.475 -3.144  0.32
H 0.419 -1.113 1.813  0.30
H -0.766 -2.721 3.264  0.33
H -1.419 2.294 -1.293  0.34
H -0.198 2.829 -2.455  0.32
H 1.758 -1.027 0.844  0.38
C 0.491 0.271 -1.090  -0.12
H -1.700 2.141 -3.020  0.31
C 0.011 -0.037 0.111  -0.31
H 0.445 -2.123 3.961  0.33
H -1.003 0.111 0.451  0.39
C -0.348 0.638 -2.260  -0.63
H 1.246 0.321 1.695  0.37
N 0.962 -0.504 1.168  -0.22

- Spin multiplicity: 1
- Total charge: +1
- LUMO: -0.1198 hartree
- E_HOMO: -14.209 eV

---

Most stable one: entry iii, least stable one: entry ii.

---

Entry i
A 2-piece molecular cluster, C4H12NO overall. Source: the Open Molecules 2025 dataset; level of theory: ωB97M-V/def2-TZVPD.

Each line ends with the Mulliken charge.
Geometry (Å):
O -2.018 -4.629 -0.022  -0.63
H 1.089 -1.073 -0.300  0.28
H 1.549 0.169 1.540  0.32
C 0.563 0.374 1.142  -0.56
H -0.867 2.297 -0.662  0.30
H 1.693 2.036 0.819  0.38
H -1.333 -4.892 0.593  0.32
H 1.089 0.428 -1.942  0.28
C 0.180 1.985 -0.692  -0.65
H -0.250 0.354 1.853  0.31
C 0.274 -0.375 -0.117  -0.35
H 0.684 2.825 -1.172  0.43
C 0.198 0.647 -1.357  -0.53
H -0.601 -1.016 -0.141  0.28
H -2.505 -3.941 0.459  0.31
H 0.217 2.617 1.233  0.33
H -0.653 0.301 -1.929  0.35
N 0.691 1.893 0.695  -0.17

- Spin multiplicity: 1
- Total charge: +1
- LUMO: -0.1323 hartree
- E_HOMO: -13.901 eV

---

Entry ii
A 2-piece molecular cluster, C4H12NO overall. Source: the Open Molecules 2025 dataset; level of theory: ωB97M-V/def2-TZVPD.

Each line ends with the Mulliken charge.
Geometry (Å):
H 0.723 1.432 -1.034  0.26
H 1.446 0.784 0.460  0.49
H 0.028 -1.030 -1.405  0.40
H 2.344 -0.075 -2.508  0.35
H 3.191 1.150 -1.461  0.35
C 1.273 0.542 -0.615  -0.33
H 3.101 -0.504 -1.008  0.36
H -1.909 -0.643 1.678  0.30
C 0.529 -0.733 -0.497  -0.49
N -2.591 -0.099 1.249  -0.48
H -1.737 1.098 -0.307  0.31
H 0.064 -0.187 1.019  0.30
H 1.268 -1.500 -0.135  0.32
H -2.812 0.364 2.084  0.30
O -0.430 -0.823 0.485  -0.37
H -0.757 1.319 1.266  0.46
C 2.517 0.290 -1.486  -1.36
C -1.549 0.747 0.719  -0.18

- Spin multiplicity: 1
- Total charge: +1
- LUMO: -0.2081 hartree
- E_HOMO: -16.104 eV

---

Most stable one: entry i, least stable one: entry ii.

---

Entry i
A 12-piece molecular cluster, C5H32NO12S overall. Source: the Open Molecules 2025 dataset; level of theory: ωB97M-V/def2-TZVPD.

Each line ends with the Mulliken charge.
Geometry (Å):
H 2.144 -2.049 1.912  0.32
H 2.708 -0.283 2.972  0.42
H 2.235 -3.821 -0.434  0.34
H -0.421 0.603 1.356  0.13
H 1.118 -0.743 1.578  0.46
H -2.762 -0.980 -1.910  0.34
H -1.019 1.830 -0.020  -0.33
C 1.646 1.461 -1.991  0.09
H 2.373 1.165 3.200  0.27
H 0.350 -0.909 -3.641  0.49
H -2.420 0.069 3.206  0.30
H -3.078 -2.319 2.304  0.33
O 3.123 -3.677 -0.526  -0.63
C -1.790 1.985 -1.983  -0.76
H -1.415 1.683 -3.007  0.19
H 0.714 4.233 0.950  0.28
H 0.724 0.181 -4.600  0.31
O 1.436 -0.919 -1.740  -0.64
O -2.837 -0.060 4.095  -0.68
O -0.012 3.612 1.010  -0.70
C 0.874 0.180 -1.674  0.13
H 1.017 2.401 -1.795  0.11
H -0.231 -3.251 -0.890  0.27
O 1.544 -1.319 2.245  -0.81
O -2.963 -1.762 -1.377  -0.68
H -3.924 -1.054 2.651  0.37
H 0.419 1.890 1.494  0.38
H -2.294 0.587 -0.507  0.07
C -1.336 1.066 -0.870  -0.37
C 2.698 1.484 -0.951  -1.36
S -1.508 3.857 -1.836  -0.52
H -2.898 1.820 -2.220  0.25
H -0.360 3.681 0.079  0.09
H -2.089 -0.525 4.498  0.34
H 1.852 1.574 -3.031  0.27
O 0.317 1.065 1.770  -0.59
N -0.405 0.061 -1.230  1.11
H -1.052 -2.262 1.176  0.34
H -3.410 -1.231 -0.723  0.32
H -0.186 -1.647 2.466  0.37
O 0.388 -2.810 -0.283  -0.81
H 3.218 -2.796 -0.735  0.30
H 3.409 0.683 -0.913  0.33
H 2.310 1.716 0.025  0.20
O 0.547 -0.771 -4.662  -0.66
O 3.033 0.574 3.233  -0.65
H 3.364 2.309 -0.965  0.48
O -3.901 -1.777 1.965  -0.68
H 0.701 -2.008 -0.722  0.29
O -1.076 -1.925 2.160  -0.58
H -0.874 -0.870 -1.108  0.15

- Spin multiplicity: 1
- Total charge: -1
- LUMO: 0.0887 hartree
- E_HOMO: -4.172 eV

---

Entry ii
A 12-piece molecular cluster, C5H32NO12S overall. Source: the Open Molecules 2025 dataset; level of theory: ωB97M-V/def2-TZVPD.

Each line ends with the Mulliken charge.
Geometry (Å):
H -0.996 2.274 -1.057  0.28
C -0.788 2.098 -0.001  -1.52
H -3.054 -2.384 -0.687  0.37
H -2.698 1.304 -2.063  0.32
H 0.760 -1.105 3.776  0.17
H 0.060 2.745 0.228  0.41
H 2.405 -2.067 -1.757  0.35
H -1.683 2.379 0.596  0.26
H 3.205 -1.384 0.390  0.28
O 0.889 0.373 -3.590  -0.60
H 1.089 0.751 2.991  0.31
H 0.764 -1.827 -2.156  0.07
H 2.447 2.433 -2.833  0.29
O -1.354 -1.865 -3.692  -0.65
H 3.265 3.133 0.810  0.24
H -2.446 0.295 3.842  0.31
H 2.349 -0.119 1.295  0.01
O -3.431 0.950 -1.572  -0.72
H -2.202 -2.261 -3.875  0.29
C 2.324 -1.183 0.973  -0.62
O -0.678 2.516 -2.900  -0.72
H -0.211 -0.846 2.777  0.40
O -2.350 -2.392 0.932  -0.73
O -2.693 0.732 3.015  -0.75
S 2.325 -2.259 2.408  -0.53
N 0.752 0.188 -0.340  0.42
H 0.290 2.494 -2.929  0.41
O -1.046 0.039 1.084  -0.55
H 2.118 2.862 -1.269  0.38
H -2.601 -2.736 1.780  0.25
C 1.405 -2.033 -1.299  -1.26
H 1.289 -0.438 -3.941  0.31
C -0.312 0.710 0.334  0.68
H -0.961 1.894 -3.576  0.29
H -0.005 0.089 -3.320  0.23
H -2.010 0.503 2.337  0.45
H -1.247 -1.810 -2.749  0.39
H 1.210 -3.090 -1.060  0.40
O 1.482 1.693 2.948  -0.69
H 1.219 0.674 -1.093  0.28
H 2.007 2.176 1.019  0.24
O 2.629 2.572 0.381  -0.63
O 1.904 2.954 -2.225  -0.74
C 1.077 -1.215 -0.044  0.87
H -3.433 1.447 -0.754  0.32
H -3.153 -1.061 -1.346  0.30
H -1.784 -1.613 1.010  0.49
H 0.154 -1.729 0.407  -0.25
H 0.982 1.809 3.769  0.34
O -3.080 -1.991 -1.581  -0.70
O -0.116 -0.700 3.775  -0.73

- Spin multiplicity: 1
- Total charge: -1
- LUMO: 0.0896 hartree
- E_HOMO: -3.568 eV

---

Most stable one: entry ii, least stable one: entry i.

---

Entry i
The molecule C5H7N. Source: the Open Molecules 2025 dataset; level of theory: ωB97M-V/def2-TZVPD.

Each line ends with the Mulliken charge.
Geometry (Å):
C -0.538 -0.841 -0.598  -0.39
C 1.856 -0.536 0.299  -1.05
H 2.661 0.202 0.057  0.29
C 0.419 -0.035 0.019  0.61
H 1.945 -1.517 -0.264  0.27
C -1.746 -0.160 -0.586  -0.52
N -1.474 0.975 0.167  -0.03
H 0.203 1.986 1.153  0.24
H -0.340 -1.886 -0.876  0.31
H -2.650 -0.374 -1.251  0.29
H 1.943 -0.704 1.350  0.26
H -2.138 1.688 0.165  0.18
C -0.141 1.203 0.366  -0.48

- Spin multiplicity: 1
- LUMO: 0.0412 hartree
- E_HOMO: -8.100 eV
- SMILES: Cc1cc[nH]c1

---

Entry ii
A 2-piece molecular cluster, C5H7N overall. Source: the Open Molecules 2025 dataset; level of theory: ωB97M-V/def2-TZVPD.

Each line ends with the Mulliken charge.
Geometry (Å):
H 0.807 2.015 -1.335  0.36
C 0.981 1.318 -0.534  -0.32
C 1.867 0.724 0.573  -0.42
C -1.587 0.267 -0.246  0.31
H -0.917 -1.358 0.773  0.29
C 0.505 0.362 0.127  0.21
H -2.867 1.491 0.149  0.30
N -2.613 0.750 -0.531  -0.44
H 1.889 1.235 1.515  0.21
C -0.644 -0.570 0.007  -0.72
H 2.798 0.206 0.089  0.19
H -0.060 -3.156 0.050  -0.08
H -0.159 -3.284 -0.636  0.10

- Spin multiplicity: 1
- LUMO: 0.0336 hartree
- E_HOMO: -8.220 eV
- SMILES: N=C=CC1=CC1.[H][H]

---

Entry iii
The molecule C5H7N. Source: the Open Molecules 2025 dataset; level of theory: ωB97M-V/def2-TZVPD.

Each line ends with the Mulliken charge.
Geometry (Å):
H -1.322 1.033 -1.817  0.35
C -0.410 -0.600 0.741  -0.27
C -0.096 0.544 -0.188  0.21
C -0.500 0.324 -1.554  -1.40
H 0.020 0.132 2.985  0.47
N 1.491 -0.047 1.598  -0.57
C 1.003 -0.378 0.327  -0.23
H 0.308 0.487 -2.242  0.32
H 1.530 -0.904 -0.414  0.43
H -0.936 -0.731 -1.829  0.28
H -1.082 -1.380 0.391  0.35
C 0.276 -0.065 1.988  -0.29
H -0.284 1.586 0.014  0.35

- Spin multiplicity: 1
- LUMO: 0.0424 hartree
- E_HOMO: -9.183 eV

---

Entry iv
The molecule C5H7N. Source: the Open Molecules 2025 dataset; level of theory: ωB97M-V/def2-TZVPD.

Each line ends with the Mulliken charge.
Geometry (Å):
C 0.173 0.831 -0.340  0.03
C -0.920 -0.175 -0.413  -0.40
C -0.703 0.620 0.833  -0.43
H -1.375 1.332 1.280  0.28
H 0.046 1.757 -0.893  0.32
H -1.783 -0.183 -1.059  0.25
H -1.628 -1.304 1.344  0.25
H 2.149 0.736 0.339  0.23
H 0.182 -1.425 1.092  0.19
N 1.538 0.354 -0.370  -0.12
H 1.113 -0.960 -1.705  0.16
C -0.733 -0.867 0.899  -0.40
C 1.942 -0.715 -1.008  -0.36

- Spin multiplicity: 1
- LUMO: 0.0360 hartree
- E_HOMO: -8.111 eV

---

Most stable one: entry i, least stable one: entry ii.

---

Entry i
The molecule C5H7N. Source: the Open Molecules 2025 dataset; level of theory: ωB97M-V/def2-TZVPD.

Each line ends with the Mulliken charge.
Geometry (Å):
H 0.812 -1.901 0.687  0.38
C 0.320 -0.972 0.403  -0.19
C -0.791 -0.892 -0.579  -0.27
C -0.424 1.191 0.281  -0.57
H 1.007 0.643 1.741  0.37
H -0.597 0.055 2.117  0.28
N 0.557 -0.511 -1.000  -0.45
C 0.449 0.958 -0.923  -0.23
H -1.345 -1.679 -1.066  0.32
C 0.106 0.222 1.300  -0.45
H 1.412 1.447 -0.784  0.33
H -1.522 0.084 -0.335  0.24
H 0.016 1.356 -1.841  0.24

- Spin multiplicity: 1
- LUMO: 0.0002 hartree
- E_HOMO: -8.215 eV

---

Entry ii
The molecule C5H7N. Source: the Open Molecules 2025 dataset; level of theory: ωB97M-V/def2-TZVPD.

Each line ends with the Mulliken charge.
Geometry (Å):
H 0.163 -1.246 -1.967  0.41
H 1.788 -0.045 0.566  0.23
C 0.955 -0.737 0.454  -0.49
H -0.924 -0.494 1.753  0.41
C 0.312 -0.506 -1.177  -0.07
C -0.955 0.100 -0.502  -0.33
C -0.588 1.268 0.358  -0.63
N 1.522 -0.063 -1.004  -0.62
C -0.403 -0.128 0.873  -0.22
H 1.212 -1.779 0.677  0.38
H -1.419 1.825 0.784  0.28
H -1.967 -0.094 -0.850  0.40
H 0.282 1.860 0.080  0.26

- Spin multiplicity: 1
- LUMO: 0.0400 hartree
- E_HOMO: -7.920 eV

---

Most stable one: entry ii, least stable one: entry i.

---

Entry i
The molecule C5H7N. Source: the Open Molecules 2025 dataset; level of theory: ωB97M-V/def2-TZVPD.

Each line ends with the Mulliken charge.
Geometry (Å):
C -0.955 -0.992 -0.571  -0.45
C 0.758 1.235 -0.276  -0.75
C -1.496 -1.442 -1.550  0.31
H -1.462 1.294 0.349  0.31
N -0.510 1.015 0.641  -0.44
C 0.594 -0.827 1.397  -0.70
H 1.505 1.758 0.323  0.33
H 1.334 -1.560 1.107  0.29
C -0.383 -0.383 0.601  -0.33
H 0.477 1.734 -1.189  0.34
H -1.982 -1.914 -2.374  0.44
H 0.771 -0.200 2.260  0.37
H 1.294 0.318 -0.630  0.28

- Spin multiplicity: 1
- LUMO: 0.0314 hartree
- E_HOMO: -8.657 eV
- SMILES: C#CC(=C)NC

---

Entry ii
The molecule C5H7N. Source: the Open Molecules 2025 dataset; level of theory: ωB97M-V/def2-TZVPD.

Each line ends with the Mulliken charge.
Geometry (Å):
H -0.146 2.162 0.172  0.39
H -1.718 0.509 1.220  0.34
H 1.798 -0.003 0.535  0.30
H 0.680 0.866 -2.024  0.41
N 1.521 0.798 -0.031  -0.61
C 0.113 1.106 0.174  -0.25
C -0.031 -0.985 -0.955  -0.57
C -0.723 -1.131 0.176  -0.34
H -1.222 -2.042 0.497  0.37
H -0.235 -0.047 1.989  0.27
H 0.118 -1.752 -1.710  0.41
C 0.553 0.389 -1.056  -0.01
C -0.710 0.131 1.013  -0.70

- Spin multiplicity: 1
- LUMO: 0.0429 hartree
- E_HOMO: -8.974 eV
- SMILES: C1=C[C@@H]2N[C@@H]2C1

---

Most stable one: entry ii, least stable one: entry i.